A structure of composition C31H32F5N3O2PRuSSe2 at a distorted geometry. Source: OMol25; level of theory: ωB97M-V with the def2-TZVPD basis set.

The geometry in ORCA input format:
```
! wB97M-V def2-TZVPD RIJCOSX def2/J DEFGRID3
* xyz 0 2
Ru 0.317 -0.662 -0.066
S 2.903 -0.032 3.639
C 1.860 1.323 3.484
C 1.040 1.215 2.402
C 1.222 0.018 1.661
C 2.209 -0.756 2.221
C 2.532 -2.065 1.745
C 3.402 -2.956 2.381
C 3.505 -4.246 1.906
C 2.722 -4.633 0.823
C 1.906 -3.687 0.232
N 1.843 -2.430 0.648
H 1.919 2.117 4.211
H 0.310 1.975 2.172
H 3.950 -2.623 3.252
H 4.164 -4.956 2.387
H 2.742 -5.645 0.445
H 1.263 -3.942 -0.599
C -5.115 4.911 4.239
C -4.197 4.101 3.372
C -4.444 2.759 3.115
C -3.616 2.000 2.306
C -3.971 0.561 2.071
C -2.481 2.611 1.712
C -1.583 1.901 0.836
O -1.572 0.698 0.610
C -2.206 3.973 1.995
C -0.964 4.661 1.484
C -3.061 4.682 2.813
H -6.028 4.363 4.461
H -5.374 5.847 3.744
H -4.630 5.160 5.184
H -5.311 2.291 3.564
H -4.849 0.290 2.656
H -3.145 -0.094 2.343
H -4.192 0.394 1.016
H -0.846 2.522 0.308
H -0.852 4.569 0.404
H -0.072 4.245 1.957
H -1.000 5.722 1.723
H -2.844 5.721 3.036
F 5.155 -4.662 -5.511
C 4.140 -4.130 -4.834
C 3.476 -4.870 -3.871
F 3.862 -6.126 -3.626
C 2.415 -4.316 -3.178
F 1.776 -5.098 -2.304
C 1.993 -3.004 -3.383
Se 0.500 -2.186 -2.504
C 2.672 -2.300 -4.383
F 2.289 -1.053 -4.685
C 3.726 -2.835 -5.095
F 4.344 -2.117 -6.038
C 0.807 1.705 -2.548
P 1.662 0.947 -1.128
C 2.359 2.401 -0.264
C 3.178 0.259 -1.876
H 1.501 2.288 -3.155
H -0.002 2.342 -2.183
H 0.369 0.901 -3.138
H 2.831 3.062 -0.992
H 3.102 2.072 0.462
H 1.580 2.949 0.266
H 3.850 1.059 -2.188
H 2.902 -0.341 -2.738
H 3.680 -0.382 -1.150
Se -2.223 -4.614 0.686
C -1.375 -3.096 0.741
N -0.825 -2.061 0.769
C -3.180 -0.791 -3.310
C -2.535 -0.793 -1.952
N -3.241 -1.282 -0.929
O -1.376 -0.382 -1.819
H -4.267 -0.799 -3.247
H -2.840 -1.684 -3.837
H -2.837 0.076 -3.868
H -4.137 -1.714 -1.055
H -2.785 -1.324 -0.029
*
```

Computed properties:
LUMO energy (spin up / spin down)   -0.03077 / -0.04065 Ha
Energy relative to the best compared isomer or geometry (same formula, charge and spin)   55.3 kcal per mole
Frontier orbital gap (spin up / spin down)   6.2 / 6.1 eV
Expectation value of S²   0.763
Energy   -7651.8537 Eh